{
  "formula": "C34H36BrClF5NO14S",
  "method": "wB97M-V/def2-TZVPD",
  "orbital_gap_ev": 8.658,
  "total_energy_ha": -6356.95453,
  "total_charge": 0,
  "smiles": "COCc1cccc2c1N([C@H](C)F)c1c(cc(Cl)c(C[C@@H]3CO3)c1C[C@H](C)Br)S2.O=C1OC[C@@H](F)O1.O=C1OC[C@@H](F)O1.O=C1OC[C@@H](F)O1.O=C1OC[C@@H](F)O1",
  "elements": ["C", "O", "C", "C", "C", "C", "C", "C", "C", "N", "C", "C", "F", "C", "C", "C", "C", "Cl", "C", "C", "C", "C", "O", "C", "C", "C", "C", "Br", "S", "H", "H", "H", "H", "H", "H", "H", "H", "H", "H", "H", "H", "H", "H", "H", "H", "H", "H", "H", "H", "H", "H", "H", "H", "O", "C", "O", "C", "C", "F", "O", "H", "H", "H", "O", "C", "O", "C", "C", "F", "O", "H", "H", "H", "O", "C", "O", "C", "C", "F", "O", "H", "H", "H", "O", "C", "O", "C", "C", "F", "O", "H", "H", "H"],
  "positions_angstrom": [[-4.36, 1.13, 6.32], [-4.09, 0.74, 4.99], [-3.65, 1.82, 4.17], [-2.23, 2.20, 4.45], [-1.97, 3.34, 5.21], [-0.68, 3.73, 5.51], [0.38, 2.96, 5.06], [0.13, 1.82, 4.31], [-1.16, 1.43, 3.98], [-1.44, 0.26, 3.20], [-1.79, -0.94, 4.01], [-1.18, -1.02, 5.40], [-1.42, -2.07, 3.29], [-0.50, 0.00, 2.14], [0.86, 0.21, 2.30], [1.77, -0.09, 1.30], [1.28, -0.60, 0.11], [2.48, -1.03, -1.07], [-0.08, -0.79, -0.13], [-0.52, -1.36, -1.45], [-0.26, -0.45, -2.65], [-1.44, 0.53, -3.13], [-0.90, -0.83, -3.75], [-0.97, -0.49, 0.91], [-2.45, -0.76, 0.73], [-3.29, 0.34, 0.06], [-2.67, 1.72, 0.06], [-5.05, 0.42, 0.90], [1.51, 0.85, 3.81], [-5.20, 1.82, 6.37], [-3.49, 1.60, 6.80], [-4.61, 0.23, 6.88], [-4.31, 2.68, 4.32], [-3.73, 1.44, 3.15], [-2.81, 3.93, 5.55], [-0.48, 4.62, 6.08], [1.40, 3.23, 5.28], [-2.87, -0.98, 4.09], [-1.85, -0.57, 6.12], [-0.18, -0.61, 5.45], [-1.11, -2.08, 5.64], [2.82, 0.06, 1.46], [0.03, -2.27, -1.68], [-1.57, -1.59, -1.49], [0.73, 0.01, -2.71], [-2.36, 0.58, -3.71], [-2.00, 0.26, -2.20], [-2.57, -1.67, 0.16], [-2.88, -0.94, 1.71], [-3.50, -0.01, -0.95], [-1.80, 1.78, -0.59], [-3.39, 2.46, -0.29], [-2.38, 2.00, 1.07], [7.62, 2.49, -4.09], [6.67, 2.04, -3.53], [6.72, 1.14, -2.53], [5.40, 0.97, -2.02], [4.55, 1.41, -3.19], [3.40, 2.00, -2.80], [5.38, 2.37, -3.81], [5.25, 1.62, -1.16], [5.23, -0.06, -1.72], [4.31, 0.62, -3.90], [13.15, 1.61, -7.37], [12.37, 1.66, -6.47], [11.05, 1.40, -6.57], [10.49, 1.41, -5.25], [11.49, 2.26, -4.50], [11.62, 1.88, -3.21], [12.69, 1.99, -5.19], [10.46, 0.40, -4.86], [9.49, 1.83, -5.26], [11.29, 3.33, -4.53], [-3.57, -3.03, -1.29], [-3.30, -4.02, -0.69], [-4.19, -4.91, -0.23], [-3.47, -6.01, 0.34], [-2.13, -5.38, 0.66], [-1.10, -6.24, 0.53], [-2.04, -4.37, -0.34], [-3.36, -6.80, -0.41], [-3.99, -6.41, 1.20], [-2.08, -4.90, 1.64], [-8.29, -1.39, -4.41], [-7.17, -1.19, -4.08], [-6.15, -2.07, -4.23], [-4.93, -1.41, -3.85], [-5.45, -0.31, -2.94], [-4.68, 0.81, -3.02], [-6.72, -0.05, -3.49], [-4.44, -1.00, -4.73], [-4.26, -2.11, -3.35], [-5.55, -0.60, -1.90]]
}

---

{
  "formula": "C34H36CrN7OSi",
  "method": "wB97M-V/def2-TZVPD",
  "orbital_gap_ev": [5.037, 5.257],
  "total_energy_ha": -3109.79014,
  "total_charge": -1,
  "s_squared": 6.0188,
  "multiplicity": 5,
  "elements": ["Cr", "C", "Si", "C", "C", "N", "C", "C", "C", "C", "C", "C", "O", "C", "C", "C", "C", "C", "C", "H", "H", "H", "H", "H", "H", "H", "H", "H", "H", "H", "H", "H", "H", "H", "H", "H", "H", "C", "C", "C", "C", "C", "C", "H", "H", "H", "H", "H", "H", "H", "H", "H", "N", "C", "N", "C", "N", "C", "C", "N", "C", "C", "C", "C", "C", "C", "C", "C", "N", "C", "N", "H", "H", "H", "H", "H", "H", "H", "H", "H"],
  "positions_angstrom": [[0.10, 1.03, -1.31], [1.31, 1.91, -4.42], [0.43, 0.26, -4.31], [-0.11, -0.11, -6.08], [1.76, -1.01, -3.93], [-0.75, 0.33, -3.06], [-2.04, -0.12, -3.05], [-2.72, -0.69, -4.15], [-4.03, -1.14, -4.08], [-4.75, -1.06, -2.90], [-4.12, -0.51, -1.78], [-2.82, -0.05, -1.87], [-2.15, 0.48, -0.77], [-2.75, 0.61, 0.45], [-3.79, 1.51, 0.65], [-4.27, 1.71, 1.94], [-3.72, 1.03, 3.01], [-2.68, 0.13, 2.80], [-2.19, -0.08, 1.51], [2.10, 1.86, -5.18], [1.78, 2.18, -3.47], [0.63, 2.72, -4.69], [0.76, 0.07, -6.73], [-0.92, 0.55, -6.41], [-0.42, -1.15, -6.21], [2.53, -1.01, -4.71], [1.33, -2.02, -3.87], [2.22, -0.80, -2.97], [-2.19, -0.78, -5.09], [-4.49, -1.57, -4.96], [-5.77, -1.42, -2.83], [-4.64, -0.45, -0.84], [-4.20, 2.05, -0.20], [-5.08, 2.41, 2.10], [-4.09, 1.20, 4.02], [-2.23, -0.40, 3.63], [-1.36, -0.75, 1.30], [-0.20, -3.84, 0.95], [0.96, -3.42, 0.02], [2.29, -3.58, 0.77], [0.96, -4.31, -1.22], [0.78, -2.01, -0.38], [0.63, -0.84, -0.71], [-0.08, -4.88, 1.25], [-1.15, -3.72, 0.43], [-0.21, -3.22, 1.85], [2.43, -4.63, 1.08], [2.31, -2.95, 1.66], [3.12, -3.29, 0.13], [1.08, -5.36, -0.94], [1.78, -4.03, -1.89], [0.02, -4.20, -1.77], [-0.81, 6.51, -4.59], [-0.81, 5.87, -3.62], [-0.84, 5.24, -2.47], [-0.57, 4.04, -2.13], [-0.35, 2.97, -1.72], [0.41, 2.81, 2.59], [0.09, 2.47, 1.29], [0.88, 1.70, 0.54], [2.01, 1.26, 1.07], [2.41, 1.53, 2.37], [1.58, 2.34, 3.14], [3.70, 1.01, 2.84], [4.07, 0.57, 4.04], [3.25, 0.25, 5.23], [3.88, -0.10, 6.42], [3.10, -0.47, 7.49], [1.77, -0.51, 7.43], [1.26, -0.16, 6.25], [1.92, 0.22, 5.16], [-0.27, 3.44, 3.15], [-0.81, 2.84, 0.81], [2.61, 0.62, 0.43], [1.87, 2.60, 4.15], [4.49, 0.99, 2.09], [5.11, 0.32, 4.16], [4.96, -0.08, 6.49], [3.54, -0.76, 8.44], [0.17, -0.18, 6.17]]
}

---

{
  "formula": "C34H36GeNNiSSi",
  "method": "wB97M-V/def2-TZVPD",
  "orbital_gap_ev": [6.398, 6.528],
  "total_energy_ha": -5644.89385,
  "total_charge": -1,
  "de_lowest_kcal_mol": 3.7,
  "elements": ["Ni", "C", "C", "C", "C", "C", "C", "C", "H", "H", "H", "H", "H", "H", "H", "H", "C", "Si", "C", "C", "C", "C", "C", "C", "N", "C", "S", "H", "H", "H", "H", "H", "H", "H", "H", "H", "H", "H", "H", "C", "Ge", "C", "C", "C", "C", "C", "C", "C", "C", "C", "C", "C", "C", "C", "C", "C", "C", "C", "C", "H", "H", "H", "H", "H", "H", "H", "H", "H", "H", "H", "H", "H", "H", "H", "H"],
  "positions_angstrom": [[0.34, -0.51, -0.68], [-1.98, 3.81, 0.64], [-0.81, 2.87, 0.78], [-0.95, 1.69, 1.50], [0.11, 0.78, 1.58], [1.31, 1.05, 0.94], [1.46, 2.25, 0.23], [0.41, 3.14, 0.16], [-1.64, 4.83, 0.44], [-2.59, 3.83, 1.54], [-2.62, 3.51, -0.19], [-1.89, 1.45, 1.97], [-0.03, -0.15, 2.12], [2.15, 0.37, 1.03], [2.39, 2.46, -0.27], [0.52, 4.06, -0.41], [-6.38, -2.65, -0.16], [-4.57, -2.82, 0.35], [-4.52, -2.81, 2.22], [-3.96, -4.44, -0.35], [-3.68, -1.34, -0.40], [-4.32, -0.38, -1.15], [-3.61, 0.67, -1.75], [-2.25, 0.68, -1.59], [-1.59, -0.23, -0.86], [-2.27, -1.22, -0.23], [-1.32, -2.28, 0.73], [-6.95, -3.50, 0.23], [-6.50, -2.66, -1.24], [-6.85, -1.74, 0.23], [-5.08, -3.65, 2.63], [-4.96, -1.89, 2.61], [-3.49, -2.87, 2.56], [-4.64, -5.25, -0.07], [-2.96, -4.67, 0.00], [-3.93, -4.40, -1.45], [-5.39, -0.45, -1.31], [-4.10, 1.42, -2.35], [-1.63, 1.44, -2.06], [1.50, -1.09, -1.89], [1.49, -2.95, -2.35], [-0.06, -3.47, -3.46], [0.02, -4.45, -4.45], [-1.10, -4.83, -5.18], [-2.33, -4.24, -4.93], [-2.43, -3.26, -3.94], [-1.31, -2.89, -3.22], [1.45, -4.13, -0.78], [0.89, -5.41, -0.85], [0.87, -6.24, 0.26], [1.41, -5.80, 1.46], [1.96, -4.54, 1.55], [1.98, -3.71, 0.43], [3.05, -3.56, -3.40], [3.88, -4.60, -2.98], [4.98, -5.00, -3.73], [5.26, -4.38, -4.94], [4.45, -3.34, -5.38], [3.36, -2.94, -4.62], [2.07, -0.50, -2.62], [0.98, -4.91, -4.67], [-1.01, -5.59, -5.95], [-3.20, -4.53, -5.49], [-3.38, -2.79, -3.73], [-1.39, -2.12, -2.45], [0.45, -5.75, -1.78], [0.42, -7.22, 0.19], [1.38, -6.45, 2.34], [2.37, -4.18, 2.49], [2.38, -2.70, 0.50], [3.67, -5.10, -2.04], [5.61, -5.81, -3.38], [6.12, -4.69, -5.53], [4.67, -2.85, -6.32], [2.74, -2.13, -4.97]]
}

---

{
  "formula": "C34H36INO2P2S2Ti",
  "method": "wB97M-V/def2-TZVPD",
  "orbital_gap_ev": [6.430, 8.108],
  "total_energy_ha": -4148.84649,
  "total_charge": 0,
  "s_squared": 2.0105,
  "multiplicity": 3,
  "elements": ["Ti", "N", "C", "C", "C", "C", "C", "C", "P", "C", "C", "C", "C", "C", "C", "C", "C", "C", "C", "C", "C", "H", "H", "H", "H", "H", "H", "H", "H", "H", "H", "H", "H", "H", "H", "H", "H", "I", "C", "C", "C", "C", "C", "C", "C", "C", "C", "C", "H", "H", "H", "H", "H", "H", "C", "C", "C", "O", "P", "S", "S", "O", "C", "C", "C", "H", "H", "H", "H", "H", "H", "H", "H", "H", "H", "H", "H", "H", "H"],
  "positions_angstrom": [[0.05, -0.24, -0.05], [2.29, -0.16, -0.20], [2.87, 1.17, -0.25], [4.09, 1.43, 0.35], [4.63, 2.70, 0.30], [3.95, 3.73, -0.35], [2.72, 3.46, -0.93], [2.16, 2.19, -0.88], [0.46, 1.77, -1.44], [-0.40, 3.38, -1.34], [-0.57, 4.22, -2.44], [-1.24, 5.43, -2.31], [-1.76, 5.81, -1.08], [-1.60, 4.98, 0.02], [-0.93, 3.77, -0.11], [0.66, 1.51, -3.24], [-0.46, 1.11, -3.96], [-0.36, 0.81, -5.31], [0.88, 0.88, -5.95], [2.00, 1.26, -5.23], [1.89, 1.58, -3.88], [2.49, -0.66, -1.06], [2.68, -0.70, 0.57], [4.62, 0.62, 0.85], [5.58, 2.90, 0.78], [4.36, 4.72, -0.38], [2.17, 4.26, -1.41], [-0.18, 3.93, -3.41], [-1.37, 6.07, -3.17], [-2.28, 6.75, -0.98], [-1.99, 5.27, 0.99], [-0.82, 3.12, 0.76], [-1.42, 1.01, -3.46], [-1.23, 0.50, -5.86], [0.96, 0.63, -7.00], [2.97, 1.32, -5.72], [2.78, 1.88, -3.33], [-2.88, 0.23, -0.41], [-2.81, -1.79, -0.99], [-3.94, -2.52, -0.82], [-3.97, -3.86, -1.28], [-2.89, -4.37, -1.93], [-1.72, -3.60, -2.13], [-0.63, -4.12, -2.88], [0.47, -3.34, -3.11], [0.56, -2.06, -2.51], [-0.40, -1.51, -1.69], [-1.62, -2.29, -1.61], [-4.82, -2.09, -0.35], [-4.87, -4.45, -1.14], [-2.92, -5.38, -2.33], [-0.70, -5.12, -3.30], [1.28, -3.72, -3.72], [1.48, -1.51, -2.70], [-2.80, -2.13, 2.90], [-2.23, -1.23, 3.98], [-2.70, 0.20, 3.89], [-0.78, -1.29, 4.02], [0.35, -1.01, 2.94], [0.34, 0.87, 2.28], [0.31, -2.32, 1.46], [1.65, -1.16, 3.84], [1.92, -2.13, 4.88], [1.52, -3.54, 4.48], [1.30, -1.68, 6.19], [-3.89, -2.12, 2.99], [-2.45, -3.15, 3.01], [-2.53, -1.78, 1.90], [-2.49, -1.63, 4.96], [-2.45, 0.64, 2.92], [-2.26, 0.81, 4.67], [-3.79, 0.22, 4.00], [3.00, -2.08, 4.97], [0.44, -3.62, 4.36], [1.83, -4.23, 5.27], [1.99, -3.84, 3.55], [0.23, -1.88, 6.21], [1.45, -0.61, 6.33], [1.78, -2.22, 7.01]]
}

---

{
  "formula": "C34H37AsN4O2PbS4Si",
  "method": "wB97M-V/def2-TZVPD",
  "orbital_gap_ev": 5.056,
  "total_energy_ha": -5998.45172,
  "total_charge": -2,
  "elements": ["Pb", "O", "C", "C", "C", "C", "C", "C", "C", "C", "N", "H", "H", "H", "H", "H", "H", "H", "H", "H", "H", "H", "S", "As", "S", "S", "S", "N", "C", "C", "C", "C", "C", "C", "C", "N", "C", "C", "N", "C", "H", "H", "H", "H", "H", "H", "H", "C", "C", "C", "C", "Si", "O", "C", "C", "C", "C", "C", "C", "C", "C", "C", "C", "C", "C", "H", "H", "H", "H", "H", "H", "H", "H", "H", "H", "H", "H", "H", "H", "H", "H", "H", "H", "H"],
  "positions_angstrom": [[-0.13, -1.59, 0.06], [0.69, 2.20, -1.22], [0.04, 3.32, -0.69], [-0.31, 3.21, 0.80], [-1.18, 1.98, 1.07], [-2.47, 1.97, 0.30], [-3.59, 2.65, 0.77], [-4.75, 2.62, 0.01], [-4.76, 1.90, -1.17], [-3.61, 1.22, -1.53], [-2.49, 1.27, -0.82], [1.25, 1.77, -0.52], [-0.88, 3.45, -1.26], [0.66, 4.23, -0.84], [-0.82, 4.13, 1.10], [0.61, 3.10, 1.37], [-1.40, 1.92, 2.14], [-0.60, 1.11, 0.78], [-3.55, 3.20, 1.70], [-5.64, 3.14, 0.35], [-5.65, 1.86, -1.79], [-3.57, 0.62, -2.43], [-3.18, -4.56, 2.47], [-2.24, -4.15, 0.63], [-2.66, -2.03, -0.02], [0.00, -4.06, 0.80], [-2.83, -5.57, -0.79], [4.35, 3.17, 8.70], [3.77, 2.51, 7.95], [3.02, 1.74, 7.05], [3.42, 1.56, 5.72], [2.62, 0.85, 4.85], [1.41, 0.30, 5.28], [1.03, 0.45, 6.62], [1.82, 1.15, 7.49], [0.59, -0.37, 4.37], [-0.40, -1.29, 4.65], [-0.88, -1.71, 3.45], [-0.22, -1.06, 2.46], [0.66, -0.27, 3.03], [4.35, 1.97, 5.37], [2.94, 0.71, 3.83], [0.10, 0.02, 6.97], [1.53, 1.27, 8.53], [-0.66, -1.58, 5.64], [-1.65, -2.43, 3.25], [1.31, 0.38, 2.48], [4.24, 3.57, 0.87], [4.59, 2.43, -0.09], [4.01, 2.77, -1.47], [6.11, 2.37, -0.23], [3.72, 0.79, 0.46], [2.20, 1.00, 0.70], [4.20, -0.44, -0.93], [5.45, -1.05, -1.02], [5.76, -1.92, -2.05], [4.81, -2.22, -3.01], [3.56, -1.63, -2.94], [3.27, -0.74, -1.92], [4.52, -0.12, 1.96], [3.78, -1.20, 2.42], [4.21, -1.98, 3.48], [5.43, -1.72, 4.08], [6.20, -0.66, 3.62], [5.73, 0.14, 2.59], [4.75, 4.49, 0.59], [4.51, 3.32, 1.89], [3.16, 3.75, 0.85], [4.42, 3.71, -1.84], [2.93, 2.86, -1.43], [4.25, 1.99, -2.18], [6.47, 3.24, -0.78], [6.42, 1.48, -0.78], [6.60, 2.37, 0.74], [6.20, -0.84, -0.27], [6.74, -2.37, -2.11], [5.03, -2.92, -3.81], [2.80, -1.86, -3.68], [2.31, -0.25, -1.88], [2.85, -1.43, 1.93], [3.59, -2.79, 3.84], [5.79, -2.34, 4.89], [7.17, -0.47, 4.05], [6.33, 0.98, 2.28]]
}